28
Properties=species:S:1:pos:R:3 method="wB97M-V/def2-TZVPD" homo_ev="-7.92 / -7.60" e_above_lowest_kcal_mol=126.1 e_lumo_ha="-0.005 / -0.032"
C -3.68356 -1.40423 -0.76986
C -4.25306 -0.30990 -0.11894
C -2.29273 -1.48246 -1.00987
C -3.44462 0.79454 0.27817
C -1.50041 -0.39308 -0.63870
C -2.07581 0.78880 -0.11964
C 2.39559 -1.80674 -0.23673
C 3.37787 -0.09424 1.39265
C -1.01109 2.95309 0.46841
C 3.21820 -0.55538 -0.03723
N -0.23461 -0.11851 -0.86774
N 0.08552 1.09264 -0.45290
N -1.04450 1.66035 0.07229
O 3.67017 1.87968 -0.97007
S 2.65227 0.83493 -1.20933
H -4.27155 -2.22683 -0.84462
H -5.25917 -0.43143 -0.09508
H -1.68611 -2.38707 -1.32443
H -3.89996 1.72156 0.71138
H 2.86445 -2.55434 0.41644
H 1.40634 -1.87570 0.12880
H 2.32938 -2.36812 -1.22473
H 3.92840 -0.94855 2.07117
H 2.48563 0.15633 1.90667
H 3.94530 0.90574 1.49126
H -1.81232 3.51711 0.85443
H -0.07464 3.34782 0.70725
H 4.18502 -0.69600 -0.57906

26
Properties=species:S:1:pos:R:3 method="wB97M-V/def2-TZVPD" smiles=C[C@@H](N)Cc1ccc2c(c1)OCO2 homo_ev=-8.24 e_above_lowest_kcal_mol=88.6 e_lumo_ha=0.034
C 0.51261 1.57872 3.23384
C -0.66363 0.67058 2.93323
N -1.64564 1.32239 1.93503
C -0.26586 -0.66124 2.37137
C 0.06507 -0.62250 0.90195
C 1.48768 -0.82274 0.61097
C 1.81005 -0.69636 -0.70264
C 0.78123 -0.52140 -1.65637
C -0.49887 -0.15819 -1.34173
C -0.90671 -0.46072 -0.01725
O -1.09505 0.21671 -2.56086
C -0.31560 -0.36777 -3.56737
O 1.06733 -0.31346 -3.02853
H 0.32143 2.42896 3.88085
H 1.43294 1.06151 3.84072
H 0.96414 1.88804 2.19863
H -1.34569 0.49890 3.78987
H -2.09398 2.35223 2.07923
H -1.22634 1.44809 1.05610
H 0.60322 -1.21722 2.85751
H -1.15497 -1.41867 2.43891
H 2.23862 -0.89238 1.48718
H 2.84342 -0.68838 -1.13384
H -1.96473 -0.16806 0.37891
H -0.59724 -1.49028 -3.71689
H -0.31546 0.08415 -4.58319

27
Properties=species:S:1:pos:R:3 method="wB97M-V/def2-TZVPD" homo_ev="-6.68 / -8.23" multiplicity=4 e_above_lowest_kcal_mol=27.0 e_lumo_ha="0.030 / -0.033"
C 0.32085 2.10023 -0.80112
C 1.42747 2.15166 0.11369
C 0.94093 2.04491 1.43632
C -0.49077 1.95311 1.39562
C -0.89821 2.02790 0.00381
Re 0.25881 0.30981 0.22342
C 1.94270 -1.03862 -0.15964
C 1.32920 -0.70537 -1.44480
C 1.61243 -0.70336 -2.79991
N -0.33087 -0.53659 -1.31268
H 1.52994 2.02038 2.34236
H 2.45644 2.29056 -0.18255
H -1.19072 1.89251 2.23557
H -1.93777 2.04000 -0.38008
H 0.33065 2.18014 -1.89444
H 2.88335 -0.52855 0.21648
H -0.79125 -1.08249 -2.03612
H 1.68606 -2.04179 0.26370
H 2.60055 -0.92927 -3.25154
H 0.79559 -0.30051 -3.41902
C -0.73741 -1.23856 4.09183
O -0.41522 -0.47853 2.89733
C -0.28590 -1.16342 1.75334
O -0.42658 -2.32218 1.60941
H 0.07477 -1.94833 4.33027
H -1.70472 -1.75863 3.96614
H -0.81594 -0.46996 4.88326